(1)
{
  "formula": "C26H55BF2GaLiMgN2NaO10",
  "method": "ωB97M-V/def2-TZVPD",
  "e_tot_ha": -4403.82265,
  "e_above_lowest_kcal_mol": 164.4,
  "total_charge": 1,
  "symbols": ["C", "C", "C", "C", "C", "C", "C", "C", "C", "Ga", "C", "C", "C", "C", "C", "C", "O", "C", "B", "N", "O", "H", "H", "H", "H", "H", "H", "H", "H", "H", "H", "H", "H", "H", "H", "H", "H", "H", "H", "H", "H", "H", "H", "H", "H", "H", "H", "H", "H", "H", "H", "H", "H", "H", "H", "H", "H", "H", "H", "Mg", "C", "O", "H", "H", "H", "H", "C", "C", "O", "C", "O", "O", "H", "H", "H", "H", "F", "Li", "F", "Na", "C", "C", "C", "C", "C", "C", "N", "O", "O", "H", "H", "H", "H", "H", "O", "H", "H", "O", "H", "H"],
  "positions_angstrom": [[0.59384, 1.02544, -1.09155], [1.30160, 0.55410, 0.34646], [2.65908, -0.26907, -0.06872], [2.46872, -1.89417, -0.17977], [3.82355, -2.72835, -0.57479], [4.92219, -1.89418, -1.46065], [4.37606, -1.86668, -3.01441], [4.87900, -0.57347, -3.89210], [3.79680, -0.30462, -5.10255], [3.00652, -2.02994, -5.94676], [1.16533, -2.51442, -5.03937], [1.23726, -3.87161, -4.12318], [-0.09575, -4.17459, -3.21836], [-0.91647, -2.82997, -2.73869], [-1.74096, -2.99384, -1.33136], [-2.30682, -1.46535, -0.95599], [-2.24890, -0.53497, -2.10608], [-3.12957, 0.62952, -1.91327], [2.49438, -1.51981, -7.93245], [1.04783, -1.26109, -8.34846], [3.58691, -1.39154, -8.93201], [-0.31658, 1.74542, -0.93066], [0.32344, 0.03861, -1.68014], [1.37413, 1.61219, -1.75723], [0.54392, -0.05689, 1.00072], [1.56368, 1.54963, 0.90506], [3.00861, 0.13158, -1.13261], [3.53093, -0.07305, 0.70011], [2.05948, -2.25928, 0.87032], [1.59728, -2.10874, -0.96626], [3.46321, -3.64314, -1.25188], [4.31360, -3.23982, 0.38298], [5.21509, -0.84342, -1.02813], [5.93080, -2.53263, -1.46078], [4.76806, -2.82984, -3.55257], [3.18918, -1.81817, -2.94367], [5.99232, -0.68504, -4.24748], [4.85534, 0.40663, -3.21125], [2.88445, 0.38232, -4.75493], [4.35926, 0.28778, -5.95891], [3.96048, -3.30910, -5.86561], [0.33197, -2.70749, -5.86717], [0.85219, -1.54088, -4.46589], [1.33432, -4.78270, -4.88837], [2.24742, -3.90326, -3.49072], [-0.84495, -4.78176, -3.92226], [0.11401, -4.91454, -2.30528], [-0.08320, -1.99925, -2.53826], [-1.60690, -2.52761, -3.66350], [-2.66768, -3.70092, -1.49031], [-0.97464, -3.37655, -0.52688], [-3.42335, -1.55287, -0.55324], [-1.56593, -1.06247, -0.11640], [-4.26341, 0.34783, -1.99439], [-2.92452, 1.42899, -2.77082], [-2.83408, 1.14475, -0.90333], [0.76363, -0.38972, -7.80920], [0.39958, -2.00529, -8.00393], [3.80066, -0.39365, -8.94380], [6.66159, -3.83887, -2.29597], [-2.22397, -1.02259, 3.08128], [-1.19374, -1.02918, 2.11018], [-2.72626, -0.05274, 3.05979], [-2.94654, -1.80987, 2.85256], [-1.79298, -1.18543, 4.07212], [-0.76644, -1.90150, 2.15256], [-6.56994, -0.66830, 3.27059], [-6.82832, -1.35864, 4.57046], [-6.66355, -2.72708, 4.25056], [-5.86159, -2.78298, 3.14721], [-5.37642, -3.80865, 2.69966], [-5.67281, -1.54186, 2.61106], [-6.12047, 0.31931, 3.40572], [-7.47558, -0.56730, 2.66339], [-6.09981, -1.08531, 5.34109], [-7.83582, -1.16755, 4.95005], [4.21526, -0.50600, -10.46720], [0.61962, 2.66916, 1.93444], [-4.19863, 0.61839, -4.31645], [-8.29375, 0.78270, 3.81395], [0.48189, 6.15893, 7.94844], [0.90295, 7.29902, 7.26210], [1.09560, 7.25262, 5.88003], [0.85815, 6.05500, 5.19148], [0.44281, 4.90690, 5.87909], [0.25627, 4.96476, 7.26167], [1.03432, 6.00668, 3.73508], [1.42109, 7.03808, 3.16559], [0.78236, 4.93917, 3.15804], [0.32760, 6.20151, 9.02528], [1.07815, 8.22562, 7.80456], [1.42392, 8.14975, 5.35973], [0.25966, 3.96956, 5.35794], [-0.06891, 4.07972, 7.80407], [-1.93087, 5.14191, 9.15444], [-1.90500, 5.12667, 10.12302], [-2.10541, 6.07042, 8.93952], [-3.49662, 2.15662, 4.26695], [-2.89594, 2.26848, 5.01909], [-3.00428, 2.52379, 3.51756]],
  "mulliken_charge": [-0.47, 0.74, -0.54, 0.33, -0.57, 0.39, 0.53, -0.89, -0.63, 0.32, -0.27, -0.31, -0.88, 0.70, -0.64, 0.25, -0.24, -0.70, 0.27, -0.47, -0.24, 0.22, -0.08, 0.37, 0.06, -0.69, -0.09, 0.28, 0.32, -0.35, 0.13, 0.35, 0.31, -0.56, 0.30, -0.60, 0.28, 0.22, 0.26, 0.40, -0.29, 0.34, 0.03, 0.33, 0.00, 0.37, 0.20, -0.99, 0.51, 0.34, 0.19, 0.17, -0.08, 0.25, 0.25, 0.11, 0.34, 0.34, 0.41, -0.13, -0.68, -0.43, 0.18, 0.23, 0.35, 0.25, -0.55, -0.26, -0.32, 0.57, -0.48, -0.37, 0.46, 0.27, 0.28, 0.45, -0.53, 1.08, -0.91, 0.94, -0.61, -0.43, -0.38, 0.21, -0.23, -0.43, 0.84, -0.51, -0.55, 0.51, 0.39, 0.44, 0.38, 0.37, -0.66, 0.32, 0.34, -0.62, 0.32, 0.29]
}

=====

(2)
{
  "formula": "C29H91N5O14",
  "method": "ωB97M-V/def2-TZVPD",
  "e_tot_ha": -2486.30513,
  "e_above_lowest_kcal_mol": 80.6,
  "symbols": ["C", "C", "C", "O", "C", "N", "H", "H", "H", "H", "H", "H", "H", "H", "H", "H", "H", "C", "C", "C", "O", "C", "N", "H", "H", "H", "H", "H", "H", "H", "H", "H", "H", "H", "C", "C", "C", "O", "C", "N", "H", "H", "H", "H", "H", "H", "H", "H", "H", "H", "H", "C", "C", "C", "O", "C", "N", "H", "H", "H", "H", "H", "H", "H", "H", "H", "H", "H", "C", "C", "C", "O", "C", "N", "H", "H", "H", "H", "H", "H", "H", "H", "H", "H", "H", "C", "O", "H", "H", "H", "H", "C", "O", "H", "H", "H", "H", "C", "O", "H", "H", "H", "H", "C", "O", "H", "H", "H", "H", "C", "O", "H", "H", "H", "H", "C", "O", "H", "H", "H", "H", "C", "O", "H", "H", "H", "H", "C", "O", "H", "H", "H", "H", "C", "O", "H", "H", "H", "H"],
  "positions_angstrom": [[3.97857, -0.84865, -0.33324], [3.02991, 0.36279, -0.51289], [1.61129, 0.01096, -1.10131], [0.94377, -0.67884, -0.06558], [-0.38056, -0.92143, -0.32909], [2.91879, 0.96044, 0.85804], [4.84076, -0.49641, 0.28028], [4.16073, -1.16690, -1.39910], [3.50008, -1.67290, 0.04918], [3.59654, 1.12585, -1.05831], [1.81435, -0.62699, -1.95772], [1.12122, 0.95035, -1.41938], [-0.47987, -1.97499, -0.59918], [-0.61946, -0.20817, -1.14517], [-1.00136, -0.68190, 0.57055], [2.00636, 1.36825, 0.91136], [2.97207, 0.20473, 1.49986], [4.64449, 5.18697, 2.71779], [4.22934, 4.02033, 1.91184], [4.73335, 4.24796, 0.46427], [3.91038, 5.26059, -0.11152], [4.30557, 5.47874, -1.47508], [4.73937, 2.70535, 2.43038], [5.69644, 5.09268, 2.92749], [4.15082, 5.25749, 3.68125], [4.48861, 6.14754, 2.19617], [3.12473, 3.96495, 1.89922], [4.62472, 3.26305, -0.03672], [5.80515, 4.44305, 0.56579], [4.19932, 4.63786, -2.11575], [5.32096, 5.77152, -1.54967], [3.64254, 6.22089, -1.97150], [4.20004, 2.09971, 1.77672], [5.70367, 2.62486, 2.23148], [-4.44895, 2.73765, 4.20369], [-5.63235, 2.11010, 5.05152], [-6.73709, 3.12342, 5.52315], [-7.41988, 3.49617, 4.37949], [-8.36899, 4.52271, 4.76969], [-6.14992, 1.03277, 4.16573], [-3.61189, 2.02962, 4.21537], [-4.13929, 3.73322, 4.47411], [-4.77557, 2.91901, 3.21861], [-5.26124, 1.67328, 5.94537], [-6.36749, 4.01277, 6.02145], [-7.45980, 2.66678, 6.30904], [-8.88547, 4.96977, 3.83126], [-7.77246, 5.29139, 5.27109], [-9.18265, 4.04475, 5.34051], [-6.48370, 0.30817, 4.82622], [-6.94023, 1.34819, 3.58739], [2.76454, -3.66830, 6.04071], [3.62641, -2.38679, 5.56194], [2.67166, -1.23893, 5.18886], [1.85101, -1.56947, 4.03430], [0.72286, -0.65807, 3.94744], [4.47824, -1.96336, 6.63051], [1.94302, -3.43035, 6.66060], [3.46148, -4.42708, 6.51423], [2.28553, -4.07840, 5.18917], [4.23201, -2.70207, 4.72409], [3.23505, -0.24732, 4.95270], [1.95549, -0.93542, 5.93747], [1.04709, 0.37393, 3.89908], [0.01009, -0.71031, 4.79400], [0.22455, -0.95589, 3.02874], [3.85945, -1.69797, 7.35882], [4.98429, -1.13029, 6.38078], [-1.89950, -4.05856, -7.96389], [-0.60669, -3.39385, -7.82221], [-0.03191, -3.15575, -9.24610], [1.24098, -2.41288, -9.11838], [1.47719, -1.80603, -10.40839], [-0.82698, -2.12490, -7.10134], [-2.55842, -3.33377, -8.52505], [-2.39354, -4.23044, -7.02383], [-1.74588, -4.98974, -8.41739], [0.16120, -3.98283, -7.24811], [-0.82104, -2.53893, -9.78480], [0.09661, -4.13213, -9.76025], [0.61124, -1.18444, -10.61690], [1.49933, -2.49256, -11.23988], [2.32550, -1.14295, -10.30892], [-0.75855, -1.24638, -7.63905], [-0.03023, -2.00812, -6.35829], [0.25706, 4.85131, -0.80738], [1.14551, 3.86791, -0.30709], [-0.20742, 5.43234, 0.01762], [0.74138, 5.53163, -1.54445], [-0.52586, 4.47531, -1.41760], [1.93697, 4.35588, -0.17463], [0.65147, -4.21984, -4.13248], [0.87418, -3.00166, -3.42340], [1.49025, -4.43525, -4.74783], [0.35750, -4.95606, -3.33186], [-0.19905, -4.08633, -4.77528], [0.48155, -3.20627, -2.56254], [1.73523, 0.18189, -4.93857], [2.35186, -1.00672, -4.41655], [1.36377, -0.01860, -5.93691], [0.94737, 0.57863, -4.32644], [2.45570, 1.02148, -4.95167], [1.69021, -1.50640, -3.96189], [0.46570, -4.89502, -0.07850], [-0.20636, -4.32424, -1.19564], [-0.16903, -5.68968, 0.28589], [1.38278, -5.30069, -0.44702], [0.72172, -4.19914, 0.68711], [-1.13725, -4.17326, -0.96520], [3.02079, 2.80271, 5.72021], [3.85452, 1.76781, 5.16199], [3.58574, 3.54644, 6.32631], [2.46897, 3.33861, 4.98976], [2.32730, 2.37744, 6.42138], [4.30958, 2.01840, 4.31276], [-4.23354, 0.42766, 1.23805], [-4.14225, -0.28613, 2.45000], [-4.00889, -0.18834, 0.37204], [-5.29092, 0.91420, 1.13312], [-3.42813, 1.18054, 1.23478], [-4.64461, 0.21385, 3.07394], [-3.44214, 0.02533, -6.37609], [-2.61400, -0.27919, -5.28174], [-3.47760, -0.75670, -7.06674], [-4.42061, 0.18803, -6.03985], [-3.13916, 0.83820, -7.00524], [-2.07168, -1.10861, -5.51691], [-3.87419, -2.97023, -0.45269], [-2.50472, -3.40931, -0.13354], [-3.87146, -2.39773, -1.41291], [-4.50069, -3.84956, -0.53168], [-4.20636, -2.31941, 0.32271], [-2.23894, -2.99551, 0.74183], [-1.95763, -2.97502, 3.66354], [-2.47563, -2.62121, 2.36920], [-1.09158, -2.37461, 4.01639], [-2.73612, -2.95198, 4.40560], [-1.66248, -4.02041, 3.58152], [-3.12664, -1.90167, 2.54977]],
  "mulliken_charge": [-1.71, 0.19, -0.21, -0.05, -0.09, -0.43, 0.41, 0.40, 0.39, 0.22, -0.11, 0.54, -0.05, 0.33, -0.17, 0.10, 0.10, -1.64, 0.52, -0.48, -0.37, -0.91, -0.44, 0.42, 0.30, 0.32, 0.16, 0.06, 0.55, 0.33, 0.41, 0.28, 0.45, 0.27, -1.41, 0.16, -0.72, -0.31, -0.71, -0.57, 0.31, 0.43, 0.33, 0.43, 0.44, 0.37, 0.21, 0.32, 0.30, 0.25, 0.22, -1.40, 0.25, -0.37, -0.12, -0.36, -0.74, 0.34, 0.35, 0.35, 0.33, -0.05, 0.42, 0.27, 0.39, -0.23, 0.29, 0.28, -1.64, 0.56, -0.91, -0.29, -0.81, -0.20, 0.31, 0.37, 0.49, 0.20, 0.37, 0.37, 0.35, 0.30, 0.28, 0.26, 0.01, -0.76, -0.28, 0.26, 0.26, 0.29, 0.26, -0.63, -0.43, 0.31, 0.27, 0.14, 0.27, -0.61, -0.45, 0.23, 0.25, 0.30, 0.33, -0.72, -0.40, 0.29, 0.31, 0.19, 0.39, -0.77, -0.56, 0.27, 0.29, 0.32, 0.40, -0.64, -0.59, 0.27, 0.24, 0.27, 0.28, -0.73, -0.50, 0.23, 0.32, 0.29, 0.35, -0.48, -0.50, 0.23, 0.28, 0.01, 0.45, -0.54, -0.31, 0.08, 0.34, 0.29, 0.21]
}

=====

(3)
{
  "formula": "C25H42BrClF4O14S4",
  "method": "ωB97M-V/def2-TZVPD",
  "e_tot_ha": -7057.50184,
  "smiles": "CC(=O)OC[C@@H](F)O[C@@](O)(CO[C@@H](CC(=O)Br)C[C@H](C)Cl)S(=O)(=O)C(F)(F)F.O=S1(=O)CCCC1.O=S1(=O)CCCC1.O=S1(=O)CCCC1",
  "symbols": ["C", "C", "O", "O", "C", "C", "F", "O", "C", "O", "C", "O", "C", "C", "C", "O", "Br", "C", "C", "C", "Cl", "S", "O", "O", "C", "F", "F", "F", "H", "H", "H", "H", "H", "H", "H", "H", "H", "H", "H", "H", "H", "H", "H", "H", "H", "H", "O", "S", "O", "C", "C", "C", "C", "H", "H", "H", "H", "H", "H", "H", "H", "O", "S", "O", "C", "C", "C", "C", "H", "H", "H", "H", "H", "H", "H", "H", "O", "S", "O", "C", "C", "C", "C", "H", "H", "H", "H", "H", "H", "H", "H"],
  "positions_angstrom": [[0.43426, 4.47443, -0.87499], [0.60168, 3.44611, -1.99334], [-0.20091, 2.59101, -2.07266], [1.67487, 3.52248, -2.83276], [2.28505, 2.25742, -3.06592], [3.18211, 1.83300, -1.87475], [3.61292, 3.00841, -1.27807], [2.39378, 1.17780, -0.90820], [2.85726, -0.08212, -0.52364], [3.11310, -0.95179, -1.57102], [4.01302, -0.03990, 0.51588], [4.36862, 1.27470, 0.85544], [5.48016, 1.29448, 1.74745], [6.72442, 1.60627, 0.86415], [7.25343, 0.32699, 0.18765], [7.95977, -0.36783, 0.76394], [6.73147, -0.08904, -1.67228], [5.24528, 2.49188, 2.71668], [3.74803, 2.57373, 3.13498], [2.92244, 3.53123, 2.26423], [3.70136, 3.24751, 4.82882], [1.43254, -0.84606, 0.40845], [1.15492, -0.11241, 1.60243], [1.73505, -2.22639, 0.62066], [-0.09201, -0.73633, -0.68001], [0.22263, -0.39600, -1.91131], [-0.66428, -1.92490, -0.74992], [-0.97692, 0.08610, -0.19007], [0.89288, 5.42661, -1.17809], [-0.62868, 4.63010, -0.65735], [0.87917, 4.10374, 0.06041], [1.57046, 1.47814, -3.36220], [2.94345, 2.40518, -3.93720], [4.09768, 1.30387, -2.16671], [4.07835, -0.97840, -1.71038], [3.68239, -0.54313, 1.45015], [4.86209, -0.64890, 0.15448], [5.59746, 0.34443, 2.29756], [6.39240, 2.26987, 0.04742], [7.50694, 2.15404, 1.40455], [5.85758, 2.40523, 3.62143], [5.51963, 3.38865, 2.13605], [3.26672, 1.58876, 3.09449], [3.25431, 4.57644, 2.30654], [1.87073, 3.42332, 2.57853], [2.93643, 3.22912, 1.20362], [-6.42250, -0.31020, -3.68198], [-6.27863, -0.18245, -2.25453], [-7.40983, 0.08436, -1.39699], [-5.40427, -1.61547, -1.63948], [-3.93233, -1.22783, -1.73214], [-3.84929, 0.21883, -1.23199], [-4.97717, 1.00420, -1.91096], [-5.66035, -2.48712, -2.23820], [-5.70660, -1.76941, -0.60305], [-3.30577, -1.89629, -1.14297], [-3.59733, -1.27905, -2.77140], [-3.98817, 0.23741, -0.14806], [-2.88010, 0.66428, -1.44438], [-5.36931, 1.78878, -1.26733], [-4.65406, 1.43038, -2.85962], [-9.14133, 0.95645, 4.07578], [-9.54566, -0.09465, 3.17500], [-9.51070, -1.48312, 3.56254], [-11.17183, 0.29449, 2.54033], [-10.89900, 1.13404, 1.29665], [-9.73840, 0.44223, 0.57171], [-8.67317, 0.11304, 1.62064], [-11.74732, 0.82016, 3.29964], [-11.66051, -0.64534, 2.28227], [-11.78337, 1.21062, 0.66427], [-10.60250, 2.14533, 1.58697], [-10.09696, -0.48019, 0.10938], [-9.32772, 1.06425, -0.21981], [-8.14208, -0.80562, 1.38340], [-7.96382, 0.93064, 1.74091], [7.45038, -3.88833, -0.86802], [6.08118, -3.94497, -1.30800], [5.62625, -3.23550, -2.48143], [5.59405, -5.65951, -1.43707], [5.06915, -6.00852, -0.04799], [4.21465, -4.81232, 0.38925], [5.01369, -3.54262, 0.08002], [6.44768, -6.26176, -1.74087], [4.80305, -5.72443, -2.18472], [4.49354, -6.93348, -0.05968], [5.90446, -6.13892, 0.64464], [3.28011, -4.80529, -0.17620], [3.95570, -4.86530, 1.44617], [4.36277, -2.71537, -0.19526], [5.64938, -3.25427, 0.91743]],
  "mulliken_charge": [-0.86, 0.92, -0.49, -0.42, -0.69, 0.32, -0.39, 0.08, 0.40, -0.62, -0.72, -0.13, -0.03, -0.61, 0.18, -0.39, -0.09, -1.15, 0.57, -0.96, -0.22, 1.26, -0.68, -0.73, 0.82, -0.21, -0.25, -0.23, 0.34, 0.37, -0.05, 0.31, 0.36, 0.19, 0.55, 0.51, -0.38, 0.52, 0.30, 0.54, 0.46, 0.38, 0.09, 0.43, 0.43, -0.16, -0.68, 1.04, -0.55, -0.80, -0.56, -0.10, -0.77, 0.45, 0.35, 0.31, 0.30, 0.30, -0.07, 0.39, 0.37, -0.66, 1.17, -0.68, -0.73, -0.69, -0.49, -0.49, 0.40, 0.35, 0.36, 0.33, 0.28, 0.29, 0.23, 0.35, -0.66, 1.16, -0.65, -0.76, -0.71, -0.78, 0.81, 0.44, 0.33, 0.38, 0.31, 0.27, 0.41, -0.86, 0.42]
}

=====

(4)
{
  "formula": "C6H5NO2S",
  "method": "ωB97M-V/def2-TZVPD",
  "e_tot_ha": -834.97996,
  "e_above_lowest_kcal_mol": 6.6,
  "symbols": ["C", "C", "C", "C", "C", "C", "N", "O", "O", "S", "H", "H", "H", "H", "H"],
  "positions_angstrom": [[0.06175, 1.62179, -0.39724], [-1.28329, 1.42785, -0.54479], [1.53460, -0.42750, 0.21960], [-0.53982, -1.59783, -0.17124], [1.04777, 0.92178, 0.30131], [-1.06750, -0.72044, 0.92614], [0.74567, -1.37546, -0.48986], [2.62592, -0.77176, 0.62467], [-1.25609, -2.43130, -0.67070], [-2.20790, 0.43230, 0.50819], [0.38470, 2.59426, -0.76571], [-1.87559, 2.08039, -1.16544], [1.80522, 1.54973, 0.75922], [-1.21437, -1.21088, 1.87420], [1.23892, -2.09293, -1.00833]],
  "mulliken_charge": [-0.04, -0.32, 0.32, 0.56, -0.53, -0.43, -0.07, -0.58, -0.59, 0.02, 0.31, 0.40, 0.37, 0.28, 0.29]
}